49
Properties=species:S:1:pos:R:3:forces:R:3:nbo_charge:R:1 method="wB97M-V/def2-TZVPD" energy_ev=-39041.4649 smiles="Cn1c(=O)cc(SCC(=O)NCCC2=CCCCC2)c2ccccc21" charge=0 e_above_lowest_ev=0.4516
H -4.17722 2.47973 1.06763 0.02 0.04 0.06 0.212
H -2.16958 -0.45613 -1.15104 0.05 -0.08 -0.07 0.212
H -1.84921 -1.12301 1.16892 0.08 -0.02 0.05 0.210
H 1.49721 -0.26423 3.02904 -0.01 0.03 0.12 0.222
H -1.77066 2.45652 -2.90162 0.01 -0.04 -0.07 0.220
H 0.67137 2.41528 -0.06880 0.16 -0.02 -0.04 0.411
H 0.41617 -2.00656 4.39745 -0.01 0.02 0.10 0.219
C 0.67995 -3.97748 -1.39089 -0.04 -0.20 -0.29 -0.431
H -0.49629 -0.12132 -0.73446 -0.01 0.01 -0.08 0.214
H -0.01773 -4.46123 0.94616 -0.02 -0.07 -0.07 0.221
C 1.96168 -0.35312 0.37505 0.31 0.37 -0.57 -0.084
C 2.13311 -0.57688 -0.94634 0.12 0.27 0.37 -0.347
N 1.11492 -2.75015 -0.75815 0.05 -0.02 -0.27 -0.420
C 0.93123 -2.55984 0.58742 0.01 0.32 0.58 0.285
C 1.35351 -1.36104 1.20251 -0.17 -0.34 0.10 -0.169
C 1.16118 -1.18467 2.57580 0.00 -0.10 -0.14 -0.154
C -3.16659 2.06336 1.06733 -0.11 -0.17 0.05 -0.433
C 0.00513 3.14240 -1.92823 -0.10 -0.02 -0.37 -0.213
H -3.51395 0.31450 2.28513 -0.08 -0.02 -0.02 0.207
O 2.78687 2.87532 -2.35683 0.25 0.04 -0.35 -0.620
H -0.39899 -4.10337 -1.29102 0.01 -0.03 0.04 0.201
H 0.53617 3.39653 -2.84807 -0.10 0.06 0.11 0.238
O 1.84730 -2.01291 -2.77850 0.09 0.12 -0.15 -0.618
H -2.60441 3.46405 -0.52330 0.06 0.16 -0.15 0.195
C -1.04066 2.05306 -2.19689 0.05 0.32 0.05 -0.429
H -0.33967 -4.10210 3.32527 -0.04 -0.08 0.03 0.218
H 1.19588 -4.83793 -0.96317 -0.04 -0.01 0.03 0.202
C -1.85732 -0.05433 0.94455 -0.22 -0.15 -0.19 -0.395
H -0.48432 4.04008 -1.53694 0.03 -0.05 -0.11 0.190
H -1.09726 0.42019 1.56960 0.07 0.01 0.05 0.195
C 3.20303 2.12276 -0.13906 -0.11 -0.36 0.12 -0.629
H 2.57236 0.14197 -1.61853 0.05 0.05 -0.06 0.244
C 0.13609 -3.33444 2.73360 0.03 0.09 -0.01 -0.173
C -3.21966 0.55081 1.26099 0.19 0.12 0.17 -0.392
H -2.63218 2.52527 1.90548 -0.09 0.03 0.05 0.204
C 0.31850 -3.53680 1.38463 -0.03 -0.09 -0.11 -0.274
C -2.47410 2.43716 -0.20716 -0.02 0.09 0.15 -0.196
H -0.55134 1.19924 -2.66795 0.01 0.00 -0.07 0.216
C -1.73017 1.60914 -0.92881 0.05 -0.15 -0.21 0.003
H 3.58624 3.00768 0.37434 0.01 -0.06 -0.03 0.261
N 1.00065 2.70242 -0.97993 -0.39 0.03 0.19 -0.625
H 0.93568 -3.89389 -2.44717 -0.07 -0.07 0.19 0.265
C 1.71334 -1.80309 -1.58533 -0.09 -0.17 -0.03 0.636
H 4.05172 1.56949 -0.54228 -0.08 0.12 -0.08 0.254
C 0.55942 -2.15588 3.33892 -0.02 0.03 0.12 -0.241
C 2.30205 2.59112 -1.28323 0.07 -0.05 0.43 0.663
S 2.41299 1.15465 1.17281 0.14 0.06 0.05 0.271
H -3.96554 0.12327 0.58797 -0.08 -0.05 -0.01 0.196
C -1.52687 0.17440 -0.52691 -0.02 -0.02 0.33 -0.440